Computed, not measured: a molecular structure, C28H29As2N4O2Sn at a distorted geometry, with wB97M-V/def2-TZVPD.

Calculated values
* energy: -6138.77680 hartree
* max |F|: 2.386 eV/A
* gap between HOMO and LUMO (spin up / spin down): 6.894 / 4.341 eV
* charge: +3
* molecular weight: 722.12 g mol⁻¹
* lowest unoccupied orbital energy (spin up / spin down): -9.168 / -10.887 eV

Structure (XYZ):
```
66
Properties=species:S:1:pos:R:3:forces:R:3
Sn 6.405 -16.056 -12.091 -0.4 0.4 -0.5
As 5.221 -20.421 -13.799 0.8 0.1 -0.4
As 7.151 -20.262 -11.497 -0.2 -0.6 -0.4
O 5.585 -12.160 -12.819 -0.1 -0.2 0.4
O 5.893 -14.340 -13.115 0.4 -1.0 0.0
N 13.646 -14.358 -12.910 2.3 0.4 0.4
N 5.455 -14.800 -10.522 -0.2 -0.6 0.4
N 12.640 -14.499 -14.926 1.5 0.4 0.7
N 8.554 -15.167 -12.209 0.2 0.0 -0.2
C 5.813 -22.081 -14.621 -0.1 1.0 0.0
C 5.047 -15.242 -9.304 -0.4 0.4 -0.6
C 2.657 -21.611 -10.701 -0.5 -0.4 0.2
C 14.583 -14.059 -16.388 1.3 0.5 -0.1
C 8.846 -14.267 -13.174 0.2 -0.4 0.5
C 5.343 -20.850 -11.046 0.7 0.2 0.2
C 13.959 -14.238 -15.117 -1.4 -0.2 -0.9
C 4.229 -14.469 -8.513 0.0 -0.3 0.0
C 5.026 -13.635 -11.017 -0.5 0.4 0.3
C 7.580 -19.020 -10.080 0.6 -0.5 0.7
C 3.540 -21.542 -9.617 0.9 0.1 0.3
C 12.533 -14.558 -13.574 -1.2 -0.7 -0.3
C 4.128 -12.843 -10.297 1.0 0.8 -0.3
C 11.209 -14.856 -13.003 -1.4 0.5 0.1
C 4.900 -21.185 -9.773 -1.3 -0.3 -0.4
C 10.870 -15.763 -11.991 -0.1 -0.2 0.0
C 8.255 -21.823 -11.030 -0.6 0.7 0.1
C 3.869 -19.674 -14.936 -0.7 -0.3 -0.1
C 14.680 -14.146 -13.899 -1.7 -0.4 1.2
C 10.166 -14.125 -13.600 -0.6 -0.6 0.9
C 3.126 -21.307 -11.967 0.8 0.8 -0.7
C 4.489 -20.903 -12.126 -2.1 -0.4 0.2
C 15.961 -13.827 -16.328 -0.6 0.5 -0.6
C 9.521 -15.910 -11.651 0.0 -0.1 0.3
C 16.006 -13.957 -13.816 1.3 0.6 -0.2
C 16.634 -13.729 -15.105 -0.6 -0.6 0.7
C 3.785 -13.252 -9.027 -0.1 -0.4 0.5
C 5.532 -13.287 -12.413 -0.3 0.7 0.1
H 8.650 -18.765 -10.137 -0.4 -0.2 0.1
H 10.383 -13.470 -14.394 0.2 0.8 -0.8
H 3.845 -11.844 -10.651 0.0 -0.7 -0.1
H 11.603 -16.414 -11.529 0.0 0.1 0.0
H 9.280 -21.522 -11.118 0.6 0.1 0.0
H 7.380 -19.569 -9.141 0.2 0.6 -0.3
H 6.490 -22.531 -13.919 0.1 -0.5 0.3
H 14.029 -14.002 -17.339 0.2 -0.3 0.7
H 5.578 -21.196 -8.930 -0.1 0.1 0.1
H 3.151 -12.658 -8.401 -0.3 0.4 0.1
H 16.648 -13.906 -12.905 -0.9 -0.1 -0.8
H 3.922 -14.844 -7.534 0.1 0.3 -0.4
H 3.068 -20.425 -15.001 0.2 0.1 -0.2
H 1.601 -21.954 -10.567 1.1 0.5 0.0
H 17.678 -13.506 -15.053 0.5 0.2 -0.3
H 4.896 -22.636 -14.771 0.1 -0.4 -0.2
H 7.969 -13.719 -13.550 0.7 -0.2 -0.1
H 5.264 -16.263 -9.030 0.5 0.0 0.0
H 3.422 -18.788 -14.509 0.1 0.3 0.2
H 3.210 -21.764 -8.610 -0.2 -0.1 -0.1
H 9.142 -16.640 -10.895 0.8 0.6 -0.7
H 4.239 -19.449 -15.933 0.1 -0.1 0.1
H 2.446 -21.277 -12.835 0.4 -0.3 0.6
H 8.044 -22.132 -10.005 0.0 -0.2 -0.2
H 16.510 -13.595 -17.246 -0.2 -0.2 0.4
H 6.352 -21.869 -15.541 -0.2 -0.1 -0.1
H 8.054 -22.586 -11.769 -0.1 -0.3 0.1
H 13.817 -14.227 -11.902 -0.5 -0.3 -0.8
H 6.989 -18.117 -10.140 -0.2 0.0 0.1
```
Positions in Å, forces in eV/Å.

Computed, not measured: a molecular structure, C5H9Br4Cl3 at a distorted geometry, with wB97M-V/def2-TZVPD.

Calculated values
* energy: -11872.40530 hartree
* max |F|: 6.405 eV/A
* gap between HOMO and LUMO: 10.205 eV
* ΔE to the lowest compared entry with this formula, charge and spin: 88.2 kcal per mole
* molecular weight: 495.10 g mol⁻¹
* lowest unoccupied orbital energy: 0.305 eV

Structure (XYZ):
```
21
Properties=species:S:1:pos:R:3:forces:R:3
Br -0.186 -1.517 5.789 0.0 0.2 0.0
Br -0.812 -0.856 -4.514 0.5 0.3 -0.3
Br 2.757 1.753 -3.271 0.0 -0.7 -0.9
Br -2.270 0.208 2.162 -0.9 -0.6 0.0
Cl 0.403 -0.641 1.016 1.6 0.6 -4.0
Cl 1.137 1.170 -1.160 -1.1 1.8 6.1
Cl 0.039 2.259 1.371 0.4 -0.1 -0.3
C -1.009 -0.922 3.133 -1.0 0.3 1.9
C 1.484 0.224 -3.356 -0.2 -0.7 -1.2
C -1.409 -0.587 4.570 0.1 -0.9 0.0
C 0.903 0.108 -4.719 0.5 -0.7 -1.2
C -0.013 0.896 0.228 1.0 0.6 -0.8
H -1.130 -1.975 2.879 -0.7 0.1 0.1
H 0.682 0.322 -2.624 0.2 0.2 -2.1
H -0.988 0.901 -0.258 0.1 -0.5 0.5
H -0.011 -0.715 2.746 -0.9 0.6 2.4
H 1.958 -0.668 -2.947 0.6 0.0 -0.7
H -1.445 0.471 4.829 0.5 -0.2 -0.2
H -2.397 -0.996 4.782 0.1 0.0 0.0
H 0.766 1.039 -5.269 -0.5 0.1 0.6
H 1.540 -0.473 -5.386 -0.2 -0.3 0.0
```
Positions in Å, forces in eV/Å.

Computed, not measured: 11 unconnected molecules or ions with the total composition C29H86N6O11 at a distorted geometry, with wB97M-V/def2-TZVPD.

Calculated values
* energy: -2312.49419 hartree
* max |F|: 1.698 eV/A
* SMILES: COC[C@H](C)N.COC[C@H](C)N.COC[C@H](C)N.COC[C@H](C)N.COC[C@H](C)N.COC[C@H](C)N.CO.CO.CO.CO.CO
* gap between HOMO and LUMO: 9.674 eV
* ΔE to the lowest compared entry with this formula, charge and spin: 1.0 kcal per mole
* molecular weight: 695.04 g mol⁻¹
* lowest unoccupied orbital energy: 0.473 eV

Structure (XYZ):
```
132
Properties=species:S:1:pos:R:3:forces:R:3
O -1.597 3.495 -4.057 0.0 0.1 0.4
O -1.179 4.016 4.200 0.4 0.3 -0.6
O 2.097 -4.029 1.830 0.7 0.3 0.0
O 0.323 -1.109 4.121 0.3 0.0 0.1
O -2.375 -4.048 0.471 0.2 0.2 -0.2
O 1.612 3.117 -0.647 0.2 -0.3 0.1
O -3.404 1.036 0.004 0.1 0.1 0.3
O -0.999 -2.789 -4.229 0.2 0.1 0.6
O 3.500 -1.417 -6.325 0.4 0.7 0.1
O -0.524 1.501 0.254 0.1 -0.3 0.2
O 3.932 -0.831 -0.871 0.0 0.3 -0.2
N 0.171 6.465 6.498 0.2 -0.5 0.2
N -4.612 -1.276 1.274 0.1 1.1 0.2
N 3.836 0.074 -3.674 0.4 -0.2 -0.9
N 0.735 -3.894 4.800 0.3 0.8 0.0
N -4.645 5.242 -5.122 -0.1 -0.2 -0.1
N 4.168 -7.080 1.422 -0.1 -0.3 -0.5
C 3.237 -6.022 1.011 0.1 0.3 -0.2
C -0.286 5.068 4.549 -0.4 -0.7 1.2
C -1.951 -2.628 -3.178 -0.7 -0.2 -0.6
C -0.041 0.225 -0.132 0.0 -0.2 -0.5
C -4.806 -2.753 -0.625 0.3 0.1 -0.4
C -1.192 2.840 -2.878 0.8 -0.2 0.3
C -4.185 -2.575 0.748 -0.5 -0.1 0.5
C -2.667 -2.702 0.777 -0.5 -0.4 0.3
C 1.473 -0.295 -3.417 -1.4 -0.3 -0.4
C 1.465 -2.762 5.405 0.0 0.6 -0.3
C -0.969 3.594 2.870 -0.4 0.0 -0.2
C -4.120 1.245 -1.204 -0.3 -0.2 0.5
C -0.873 5.694 5.815 -0.3 1.3 -0.2
C -1.050 -4.397 0.835 -0.2 0.0 -0.3
C -3.242 4.792 -5.228 -0.2 0.1 1.7
C 1.908 -6.667 0.601 0.4 0.3 0.9
C -2.019 6.636 5.445 -0.5 -0.5 -0.8
C 2.703 -0.749 -4.170 0.3 0.7 0.4
C 3.066 -5.013 2.150 -0.4 -1.0 0.2
C 2.629 -2.983 1.042 -0.5 0.8 -0.5
C 2.519 -0.624 -5.674 -0.3 -0.7 -0.1
C 1.481 4.168 0.277 -0.7 0.6 0.0
C -2.340 6.016 -5.229 0.8 -0.7 0.2
C -2.959 3.878 -4.006 0.8 0.3 -1.3
C 0.343 0.045 3.315 -0.9 -0.3 -0.4
C 3.658 -1.050 -7.679 0.2 -0.4 0.0
C 3.769 0.521 -0.431 -0.3 -0.7 0.2
C 1.618 -1.596 4.416 0.1 0.4 1.0
C 2.818 -3.226 5.895 0.3 -0.2 0.0
H -0.875 -4.202 1.896 0.1 -0.1 0.0
H 5.128 -6.772 1.539 -0.2 0.4 0.1
H 3.421 -2.423 1.545 0.2 -0.2 0.0
H 3.365 -3.605 5.025 0.2 -0.1 0.2
H 2.690 -5.521 3.044 -0.1 -0.2 -0.2
H -1.692 2.814 2.632 0.0 -0.1 0.2
H 1.527 -0.994 -5.971 0.0 0.1 0.1
H 1.275 -5.954 0.078 0.0 -0.1 -0.1
H 1.619 3.872 1.320 0.3 -0.1 -0.1
H -4.668 6.087 -4.559 0.1 0.1 -0.2
H -1.715 -3.121 -2.230 0.4 0.0 -0.1
H -1.373 3.428 -1.972 -0.5 0.0 0.0
H -0.308 -3.843 0.251 0.0 0.1 0.0
H -4.326 -1.080 2.229 0.3 -0.4 -0.1
H -0.114 -3.466 4.430 -0.1 -0.3 0.0
H -0.154 5.796 3.747 -0.1 0.1 -0.1
H 4.623 -0.104 -4.304 0.0 -0.2 0.3
H -0.108 2.713 -2.849 0.0 0.1 -0.5
H -5.177 4.583 -4.557 -0.1 -0.1 -0.3
H 1.020 2.407 -0.350 -0.1 0.4 -0.1
H 2.083 -7.564 0.010 -0.1 0.1 -0.2
H 3.940 -0.002 -7.825 -0.3 0.1 0.2
H 1.299 -4.081 3.967 -0.4 -0.3 0.0
H -1.014 -3.722 -4.458 0.2 0.0 -0.1
H -3.027 4.197 -6.116 -0.4 0.1 -0.2
H -4.595 -3.351 1.403 0.2 -0.3 -0.1
H 2.176 -0.804 4.940 0.1 0.1 -0.1
H -2.282 -2.508 1.785 -0.1 0.3 0.1
H 2.593 0.420 -6.002 0.0 0.1 0.1
H 1.409 -6.956 1.530 -0.2 -0.2 -0.2
H -2.794 6.014 4.984 -0.1 0.1 0.2
H 3.424 -2.454 6.373 -0.2 0.2 -0.2
H -2.894 -3.047 -3.546 -0.2 0.1 0.3
H -2.476 7.195 6.262 0.2 -0.2 0.2
H -1.462 1.401 0.472 -0.2 0.2 -0.3
H -4.723 -3.775 -0.993 -0.1 -0.1 0.2
H 3.615 -5.464 0.142 0.1 0.0 0.0
H 0.481 4.621 0.228 0.0 -0.1 0.0
H 3.625 1.051 -3.875 -0.2 0.0 0.3
H 0.731 0.959 3.775 0.3 -0.2 0.3
H 0.904 -2.306 6.225 -0.2 -0.4 0.1
H 2.171 4.972 0.025 0.2 -0.2 0.0
H 0.855 -0.173 2.376 0.2 0.2 0.0
H -2.686 6.729 -5.973 0.2 0.1 -0.1
H -0.939 -5.454 0.604 0.0 0.0 0.2
H 4.209 -7.705 0.619 0.1 -0.2 0.3
H -3.575 2.975 -4.094 -0.3 0.1 0.3
H 4.056 -4.651 2.458 -0.1 0.6 -0.3
H -2.228 6.490 -4.248 -0.6 0.1 0.0
H 2.937 0.977 -0.969 0.3 0.4 0.0
H 0.038 3.212 2.693 0.1 -0.1 0.1
H -1.315 4.904 6.430 0.3 -0.2 0.0
H 3.512 0.480 0.631 0.0 0.0 0.0
H -5.856 -2.458 -0.583 -0.1 -0.2 -0.1
H 0.833 5.804 6.902 0.1 0.2 0.0
H 4.491 -1.630 -8.075 -0.2 -0.2 0.0
H -5.202 1.180 -1.038 0.0 0.0 0.1
H 1.238 0.753 -3.631 0.3 0.1 0.3
H -0.231 6.963 7.285 0.0 0.1 -0.1
H 2.958 -3.281 0.045 0.3 -0.3 0.2
H -1.616 1.835 -2.797 -0.3 0.1 0.1
H 0.569 -0.816 -3.759 0.3 -0.2 -0.2
H 2.183 -1.829 3.510 -0.1 -0.3 -0.1
H -1.318 5.668 -5.401 -0.1 0.2 -0.5
H -5.620 -1.172 1.304 0.0 -0.3 -0.3
H -1.153 4.413 2.165 0.1 0.1 0.0
H 1.485 -0.485 -2.346 0.5 0.2 0.0
H -3.866 0.474 -1.935 0.1 0.3 -0.3
H -2.114 -1.567 -2.992 0.2 0.1 -0.1
H 1.842 -2.253 0.833 -0.2 -0.1 0.3
H -4.325 -2.127 -1.383 0.0 0.2 0.2
H -0.402 -0.085 -1.119 -0.3 0.1 0.0
H -3.918 2.257 -1.548 0.2 -0.1 -0.2
H 4.685 1.109 -0.524 0.0 0.1 -0.2
H -1.754 7.349 4.660 0.4 0.1 0.2
H 3.955 -0.764 -1.846 0.2 0.1 0.2
H 2.953 -1.783 -3.919 -0.2 -0.1 -0.2
H 2.741 -4.022 6.636 -0.2 -0.1 -0.2
H -2.207 -1.985 0.088 0.1 0.0 -0.2
H -3.860 0.340 0.525 0.1 -0.1 -0.3
H 1.042 0.276 -0.244 0.0 0.0 0.3
H 0.694 4.653 4.812 0.2 -0.1 -0.2
H -3.185 4.447 -3.098 0.0 -0.1 0.2
H -0.300 -0.559 0.580 0.0 0.0 0.1
H -0.710 0.234 3.095 0.1 0.2 -0.2
H 2.739 -1.282 -8.225 0.1 0.1 -0.2
```
Positions in Å, forces in eV/Å.

molecular weight of number 3 (C29H86N6O11)?
695.04 g mol⁻¹